Entry 1:
Molecular formula: C3H2N3S
Method: DFT, ωB97M-V/def2-TZVPD

Summary:
energy above the lowest of the compared OMol25 structures with the same formula, charge and spin	442.6	kJ/mol
net charge	+1
strongest force on any atom	5.84	eV/A
2S+1	1
LUMO level (spin up / spin down)	-7.591 / -7.585	eV
HOMO-LUMO gap (spin up / spin down)	6.799 / 6.804	eV

CARTESIAN COORDINATES (ANGSTROEM)
C1 -1.40 -0.60 0.59
C2 -1.63 -0.67 -0.57
C3 1.06 0.47 0.06
N1 -0.28 2.38 0.04
N2 1.99 -0.33 -0.11
N3 0.50 1.58 -0.09
S1 2.87 -1.52 0.01
H1 -1.13 -0.57 1.59
H2 -1.98 -0.73 -1.54

Entry 2:
Molecular formula: C3H2N3S
Method: DFT, ωB97M-V/def2-TZVPD

Summary:
energy above the lowest of the compared OMol25 structures with the same formula, charge and spin	225.3	kJ/mol
net charge	+1
strongest force on any atom	6.68	eV/A
2S+1	1
LUMO level (spin up / spin down)	-6.973 / -6.969	eV
HOMO-LUMO gap (spin up / spin down)	7.692 / 7.698	eV

CARTESIAN COORDINATES (ANGSTROEM)
C1 0.74 0.64 0.96
C2 1.46 -0.45 0.26
C3 -0.82 -0.30 -0.68
N1 -3.05 0.05 -1.45
N2 -0.42 1.00 0.63
N3 -2.01 -0.13 -1.08
S1 0.52 -1.28 -0.81
H1 1.12 1.40 1.60
H2 2.46 -0.93 0.58

Entry 3:
Molecular formula: C3H2N4O
Method: DFT, ωB97M-V/def2-TZVPD

Summary:
energy above the lowest of the compared OMol25 structures with the same formula, charge and spin	114.5	kJ/mol
strongest force on any atom	6.16	eV/A
SMILES string	c1nn2cnnc2o1
2S+1	1
LUMO level	0.606	eV
HOMO-LUMO gap	10.387	eV

CARTESIAN COORDINATES (ANGSTROEM)
C1 -1.82 -0.18 -0.12
C2 1.40 0.85 0.01
C3 0.20 -0.89 0.09
H1 -2.81 -0.24 -0.15
H2 1.57 1.90 0.18
N1 -1.13 0.93 -0.03
N2 0.07 0.49 0.06
N3 2.15 -0.21 -0.06
N4 1.45 -1.36 -0.08
O1 -1.08 -1.28 0.09